The following is a DFT calculation (the ωB97M-V functional and the def2-TZVPD basis) of a cluster of 2 separate species, CHNO3S2 in total at a distorted geometry.

```
! wB97M-V def2-TZVPD RIJCOSX def2/J DEFGRID3
* xyz -2 1
S -2.76 1.99 -0.15
S -0.94 -0.53 -0.34
O 1.62 1.52 0.34
O -1.05 -1.07 -1.73
O -1.43 -1.34 0.78
N 0.70 -0.61 -0.02
C 1.51 0.30 0.29
H 2.34 -0.26 0.83
*
```

LUMO energy (spin up / spin down)	5.677 / 5.676	eV
electronic energy	-30352.62962	eV
highest occupied orbital energy (spin up / spin down)	0.09 / 0.10	eV

For each atom in turn, the natural (NBO) charge in e is: atom 1 (S): -0.809, atom 2 (S): 1.930, atom 3 (O): -0.739, atom 4 (O): -1.004, atom 5 (O): -0.999, atom 6 (N): -0.872, atom 7 (C): 0.493, atom 8 (H): -0.001